Computed, not measured: a cluster of 2 separate species, C3H4N2S2 in total at a distorted geometry, with ωB97M-V/def2-TZVPD.

Values from the calculation:
HOMO ... -0.325 hartree
ΔE to the lowest compared entry with this formula, charge and spin ... 100.72 kcal per mole
DFT total energy ... -27822.4214 eV
Molar mass ... 132.21 u

CARTESIAN COORDINATES (ANGSTROEM)
C  -0.8522  0.0659  0.5779
C  0.6217  0.0135  0.3675
C  0.9980  -1.3416  -0.3254
H  -0.7849  0.9614  2.3256
H  -2.3320  0.4900  1.9742
H  1.1582  -0.4851  1.2818
H  1.8547  2.5653  1.0930
N  -1.3242  0.7566  1.5675
N  1.3870  -2.3671  -0.7025
S  -1.7678  -0.4926  -0.5841
S  1.4590  1.4498  -0.4440